A cluster of 13 separate species, C28H54N14O24 in total at a distorted geometry, computed with the ωB97M-V functional and the def2-TZVPD basis.

```
120
Properties=species:S:1:pos:R:3:mulliken_charge:R:1
O 1.413 8.581 2.599 -0.55
O 1.967 -7.876 -4.954 -0.55
O 6.511 -2.691 -2.380 -0.56
O 1.569 6.588 1.778 -0.49
O -7.206 -2.293 -0.570 -0.52
O -4.297 2.859 2.874 -0.60
O -4.614 1.998 0.917 -0.53
O -7.663 2.059 -2.274 -0.50
O 8.138 3.898 6.441 -0.53
O 3.894 -1.464 -0.303 -0.56
O 0.055 -8.747 -4.456 -0.50
O -2.694 -2.211 1.787 -0.55
O 8.453 -1.823 -2.002 -0.57
O -9.315 -4.467 2.272 -0.54
O -8.117 0.077 -3.012 -0.56
O -4.977 -4.517 3.080 -0.44
O -2.170 -2.610 -0.271 -0.57
O -4.639 -2.854 4.414 -0.52
O 0.850 -5.891 -1.444 -0.54
O -9.173 -6.448 1.422 -0.58
O 6.096 4.277 5.845 -0.53
O 0.987 -3.751 -1.702 -0.51
O 3.362 -1.097 1.759 -0.60
O -6.083 -1.116 0.852 -0.48
N -4.457 -3.993 4.050 0.87
N 3.118 -1.487 0.634 1.02
N -8.049 1.289 -3.127 0.87
N 5.141 3.732 -0.139 -0.23
N 5.120 6.035 -1.990 -0.66
N 1.219 -8.820 -4.783 0.86
N 7.156 3.691 5.757 0.86
N 2.016 7.683 2.048 0.88
N -2.952 -2.587 0.656 1.06
N -4.270 1.938 2.082 1.00
N 7.238 -1.802 -1.983 0.95
N 1.079 -4.898 -2.101 0.89
N -7.023 -1.294 0.099 0.83
N -8.719 -5.357 1.698 0.94
C 1.511 -5.088 -3.512 -0.61
C 1.764 -2.042 0.368 -0.75
C -1.571 1.102 -0.845 -0.69
C 7.015 1.566 1.392 -0.08
C 2.735 3.882 0.008 -0.05
C 7.363 2.395 0.585 -0.49
C -8.029 -0.209 -0.020 -0.41
C -3.521 -4.831 4.845 -0.83
C 7.251 2.629 4.719 -0.64
C 0.144 3.907 0.187 -1.05
C -4.337 -3.055 0.388 -0.81
C 6.228 4.232 -0.706 0.51
C 6.578 -0.590 -1.428 -0.44
C 3.995 4.377 -0.524 0.09
C 7.592 3.549 -0.375 -0.56
C 1.520 5.587 -1.237 -0.74
C 3.430 7.938 1.662 -0.63
C 0.720 1.667 -1.790 -1.55
C 4.004 5.490 -1.414 0.37
C -0.063 1.369 -0.472 1.77
C -7.311 -5.092 1.297 -0.57
C 2.711 6.081 -1.745 -0.58
C -3.774 0.624 2.568 -0.48
C -8.480 1.864 -4.430 -0.75
C 0.140 2.424 0.661 -0.92
C 1.791 -10.177 -4.994 -0.72
C 1.496 4.426 -0.320 0.70
C 6.199 5.359 -1.619 -0.67
H 8.246 2.195 4.755 0.33
H 1.550 -6.151 -3.727 0.16
H 0.478 0.958 -2.604 0.53
H -0.668 2.294 1.420 0.26
H -2.906 0.360 1.969 0.15
H 2.784 3.027 0.705 0.41
H 6.496 1.881 4.945 0.28
H 0.782 -4.591 -4.147 0.31
H -4.911 -2.976 1.298 0.27
H -8.989 -0.620 0.285 0.36
H 5.975 -0.904 -0.582 0.10
H -4.274 -4.090 0.058 0.33
H -8.366 2.942 -4.388 0.31
H -1.868 0.119 -0.413 -0.15
H 3.695 8.947 1.960 0.30
H 6.476 0.786 1.927 0.41
H -3.505 0.717 3.615 0.29
H -7.044 -4.088 1.605 0.18
H 0.572 6.054 -1.542 0.38
H 5.961 -0.164 -2.215 0.23
H -2.716 -5.140 4.183 0.33
H 1.809 1.637 -1.543 0.26
H -2.269 1.909 -0.545 0.12
H -4.751 -2.422 -0.385 0.34
H 7.068 3.095 3.754 0.19
H -9.521 1.589 -4.581 0.29
H 2.616 -10.296 -4.297 0.29
H -8.046 0.108 -1.066 -0.16
H -4.081 -5.687 5.212 0.30
H 1.085 2.172 1.186 0.43
H 1.017 -10.913 -4.807 0.30
H -6.685 -5.827 1.794 0.28
H -7.256 -5.191 0.216 0.30
H 3.500 7.820 0.583 0.21
H 1.184 -2.001 1.285 0.30
H 4.046 7.206 2.179 0.27
H 2.135 -10.229 -6.024 0.29
H -4.575 -0.098 2.438 0.19
H 0.532 2.700 -2.155 0.42
H -7.844 1.437 -5.201 0.29
H 8.210 4.298 0.158 0.36
H -1.615 0.956 -1.948 0.36
H 2.653 6.931 -2.448 0.32
H 7.343 0.113 -1.116 0.28
H -0.646 4.110 -0.572 0.38
H 0.334 0.399 -0.089 -0.80
H 7.168 5.696 -2.039 0.37
H 1.890 -3.065 0.038 0.39
H 8.074 3.174 -1.303 0.37
H -7.735 0.610 0.629 0.33
H 2.496 -4.637 -3.616 0.30
H -3.138 -4.237 5.669 0.31
H 1.307 -1.434 -0.407 0.21
H -0.137 4.526 1.074 0.47
```

Computed properties:
LUMO level: -0.36 eV
E_HOMO: -8.9 eV

A cluster of 2 separate species, C5H14NO2 in total at a distorted geometry, computed with the ωB97M-V functional and the def2-TZVPD basis.

```
22
Properties=species:S:1:pos:R:3:mulliken_charge:R:1
O -1.071 0.845 -2.046 -1.06
O 0.705 2.190 -0.761 -0.62
N 0.133 -0.908 0.087 -0.18
C 1.573 1.250 -0.184 -0.89
C -1.202 -2.877 -0.070 -1.13
C 0.119 1.084 1.617 -1.34
C -0.727 -1.740 0.865 -0.20
C 0.997 0.133 0.695 -0.08
H -0.447 1.761 1.028 0.37
H -1.509 -2.395 -1.038 0.27
H 0.795 1.662 2.190 0.44
H -1.984 0.554 -1.944 0.15
H 2.210 1.810 0.485 0.41
H -1.778 -1.293 1.199 0.20
H 2.203 0.888 -0.959 0.36
H -0.183 -2.290 1.792 0.22
H -0.719 0.674 2.174 0.39
H 1.651 -0.281 1.452 0.27
H -0.343 -3.497 -0.297 0.31
H -0.416 -0.519 -0.689 0.37
H -1.913 -3.786 0.173 0.29
H -0.129 1.682 -1.256 0.43
```

Computed properties:
LUMO level: 3.86 eV
E_HOMO: -4.0 eV
net charge: -1
ΔE to the lowest compared entry with this formula, charge and spin: 42.3 kcal per mole

A structure of composition C48H51BrN5O4S3Sn, computed with the ωB97M-V functional and the def2-TZVPD basis.

```
113
Properties=species:S:1:pos:R:3:mulliken_charge:R:1
Sn -0.593 1.110 -0.602 1.76
Br -7.568 -0.991 -3.416 -0.23
S -3.518 3.036 -0.828 1.67
S -1.082 5.257 -1.788 -0.07
S 2.089 2.225 -3.657 -0.01
O -1.133 1.225 -2.640 0.02
O -3.687 3.368 -2.218 -0.72
O -1.328 1.450 -4.834 -0.74
O -4.057 1.804 -0.311 -0.69
N 0.239 3.471 -0.493 0.05
N -0.006 0.139 2.138 1.70
N -1.953 2.974 -0.415 0.21
N -0.752 -2.147 0.083 1.98
N -5.386 7.674 2.330 -0.53
C 1.098 0.648 2.878 -0.52
C 2.365 0.131 2.561 0.45
C -3.273 -0.885 2.457 -0.28
C 0.082 -5.812 -1.715 -1.50
C 3.852 -0.974 0.837 -2.17
C -4.959 6.591 1.590 1.12
C 0.076 -2.128 -2.619 2.71
C -4.226 4.297 1.481 -0.66
C 2.504 -0.994 1.556 3.03
C -0.517 -3.384 -0.474 -0.62
C -2.029 -1.136 1.895 0.64
C 0.638 5.426 -1.639 -0.28
C -4.918 6.656 0.195 -0.78
C 1.153 4.394 -0.944 -1.17
C -4.445 -1.312 1.850 -1.15
C -4.045 0.746 -4.727 -0.93
C -0.834 -2.204 -3.851 -1.89
C -4.615 5.391 2.224 -0.88
C -4.177 4.378 0.094 -0.79
C 3.477 0.634 3.220 -0.68
C -5.353 0.295 -4.663 -0.50
C 2.100 2.154 4.440 -1.06
C -1.242 2.778 3.017 -1.12
C -0.358 2.360 4.193 0.50
C 3.351 1.641 4.161 -1.43
C -4.370 -2.073 0.693 -1.06
C -3.168 0.528 -3.672 0.80
C -0.671 -4.606 0.247 0.53
C -1.037 -4.689 1.722 1.37
C -0.371 -5.792 -0.405 -0.40
C -1.785 1.114 -3.759 -0.93
C -3.605 -0.177 -2.560 0.52
C -5.770 -0.390 -3.534 -0.27
C -0.022 -3.401 -1.798 0.34
C -4.527 5.558 -0.548 -0.33
C 0.261 -4.619 -2.395 -0.05
C -1.946 -1.916 0.720 -0.60
C -3.139 -2.400 0.157 -0.83
C -2.425 -5.301 1.930 -1.60
C 1.559 1.440 -2.476 -0.27
C 2.286 -2.347 2.235 -1.25
C -0.991 3.815 -0.834 0.33
C -1.154 1.561 5.231 -1.32
C -4.908 -0.641 -2.481 -0.41
C 0.002 -5.495 2.512 -1.67
C 0.949 1.686 3.808 0.39
C 1.515 -1.843 -3.054 -1.68
C -0.837 -0.657 2.646 -1.55
H 1.715 -0.871 0.806 -1.21
H -5.403 -1.058 2.280 0.44
H -1.848 -2.504 -3.585 0.34
H -0.884 -1.232 -4.344 0.38
H -0.204 -5.418 3.581 0.42
H -3.688 1.285 -5.593 0.49
H 2.156 -1.657 -2.197 0.20
H 2.001 2.953 5.166 0.42
H -1.548 0.639 4.805 0.11
H -1.042 -3.684 2.141 -0.64
H -5.400 8.573 1.881 0.21
H -5.173 7.688 3.312 0.21
H 4.225 2.036 4.662 0.39
H -2.929 -0.373 -1.737 0.44
H -1.924 3.560 3.351 0.69
H -0.479 -6.728 0.129 0.31
H 1.538 -0.961 -3.696 0.44
H -2.701 -5.260 2.985 0.41
H 0.606 -4.636 -3.421 0.45
H 4.458 0.240 2.994 0.34
H 4.662 -1.299 1.492 0.44
H 2.539 -3.161 1.552 0.50
H -4.502 5.598 -1.628 0.55
H -4.661 5.326 3.305 0.29
H 3.829 -1.658 -0.008 0.46
H -3.976 3.362 1.962 0.57
H 1.248 -2.477 2.544 0.16
H -1.848 1.959 2.626 -0.10
H -0.537 1.301 6.092 0.37
H 1.151 6.272 -2.062 0.46
H 1.012 -5.131 2.332 0.29
H -5.193 7.578 -0.303 0.29
H -3.188 -4.772 1.360 0.30
H 2.199 4.248 -0.723 0.41
H -3.324 -0.322 3.383 0.41
H -3.071 -2.995 -0.746 0.67
H -5.274 -2.421 0.212 0.64
H -2.431 -6.347 1.619 0.39
H -0.029 -6.553 2.247 0.45
H 0.294 -6.754 -2.203 0.41
H -0.443 -2.924 -4.572 0.43
H 2.918 -2.434 3.122 0.29
H 4.091 0.022 0.463 0.43
H -2.003 2.149 5.584 0.42
H -0.258 -1.293 -1.996 -1.43
H -0.749 -0.989 3.689 0.78
H 1.928 -2.683 -3.616 0.32
H -0.652 3.188 2.195 -0.04
H -5.254 -1.168 -1.603 0.38
H -6.043 0.482 -5.474 0.43
H -0.054 3.287 4.687 0.69
```

Computed properties:
LUMO level (alpha / beta): -0.18 / -1.71 eV
⟨S²⟩: 0.782
E_HOMO (alpha / beta): -8.1 / -8.1 eV
ΔE to the lowest compared entry with this formula, charge and spin: 48.7 kcal per mole
multiplicity: 2

A cluster of 2 separate species, C5H9FI2 in total at a distorted geometry, computed with the ωB97M-V functional and the def2-TZVPD basis.

```
17
Properties=species:S:1:pos:R:3:mulliken_charge:R:1
I 2.068 -2.452 -2.608 -0.11
I 2.290 2.145 2.221 0.10
F 2.699 3.126 -0.432 -0.27
C 1.562 0.366 -1.351 -0.85
C 2.390 -1.204 0.423 -0.87
C 1.749 2.375 0.234 0.30
C 2.402 -0.650 -0.946 -0.43
C 0.346 2.770 -0.124 -1.12
H 0.515 3.108 -1.154 0.34
H 2.732 -2.244 0.492 0.38
H 1.379 -1.252 0.940 0.25
H 3.396 -0.582 -1.369 0.50
H -0.223 1.899 -0.146 0.35
H 3.050 -0.546 0.942 0.16
H 0.555 0.519 -1.152 0.51
H 1.852 0.990 -2.116 0.39
H 0.052 3.478 0.692 0.38
```

Computed properties:
LUMO level (alpha / beta): -1.39 / -0.68 eV
E_HOMO (alpha / beta): -8.4 / -8.3 eV
ΔE to the lowest compared entry with this formula, charge and spin: 34.9 kcal per mole